Entry one
# C3H6O

C3H6O in the gas phase (wB97M-V/def2-TZVPD, the Open Molecules 2025 dataset).

Summary:
HOMO: -10.00 eV
LUMO energy: 1.236 eV

Geometry as ORCA input:
```
! RIJCOSX wB97M-V def2-TZVPD def2/J DEFGRID3
* xyz 0 1
C -1.28572 0.15466 -0.37662
C -0.13398 0.29275 0.51778
C 1.29768 -0.34141 -0.04144
O -1.15915 -0.67834 0.66649
H -1.98039 0.91604 -0.08388
H -1.27678 -0.35861 -1.36899
H -0.09254 1.18801 1.24475
H 1.21004 -1.41371 -0.17495
H 2.00352 0.06304 0.65431
H 1.41731 0.17756 -1.03745
*
```

Entry two
# C3H6O

C3H6O in the gas phase (wB97M-V/def2-TZVPD, the Open Molecules 2025 dataset).

Summary:
HOMO: -9.94 eV
LUMO energy: 1.089 eV

Geometry as ORCA input:
```
! RIJCOSX wB97M-V def2-TZVPD def2/J DEFGRID3
* xyz 0 1
C 0.48250 -0.07548 0.45839
C -0.65160 0.69651 -0.17336
C -0.63611 -0.81239 -0.18249
H 2.12764 0.68850 -0.11898
H 0.54097 -0.12860 1.54858
H -0.44032 1.21732 -1.10640
H -1.34942 1.21610 0.48591
H -1.32765 -1.34658 0.45848
H -0.43041 -1.28962 -1.12651
O 1.68441 -0.16578 -0.24363
*
```

Entry three
# C3H6O

A molecular structure, C3H6O (wB97M-V/def2-TZVPD, the Open Molecules 2025 dataset).

Summary:
HOMO: -9.28 eV
LUMO energy: -0.120 eV

Geometry as ORCA input:
```
! RIJCOSX wB97M-V def2-TZVPD def2/J DEFGRID3
* xyz 0 1
C -1.31913 0.73018 0.44102
C -1.05077 -0.52164 -0.07537
C 0.33001 -0.14005 -0.37862
O 1.25760 0.16768 0.37081
H -2.06586 1.42684 0.03533
H 0.49474 -0.12949 -1.47607
H -0.86729 1.03058 1.37896
H 3.20035 -1.09656 -0.85250
H 3.62619 -1.26321 -1.43905
H -1.69513 -1.20473 -0.61469
*
```

Entry four
# C3H6O

C3H6O in the gas phase (wB97M-V/def2-TZVPD, the Open Molecules 2025 dataset).

Summary:
HOMO: -9.60 eV
LUMO energy: 0.982 eV

Geometry as ORCA input:
```
! RIJCOSX wB97M-V def2-TZVPD def2/J DEFGRID3
* xyz 0 1
C 0.54230 0.17967 0.31882
C 0.03248 1.23082 -0.69048
C -0.23417 -1.26796 0.41306
O 1.35580 0.46279 1.14302
H 0.90125 1.84075 -0.84115
H -0.58503 0.70277 -1.48746
H -0.67534 1.74700 -0.09168
H 0.25759 -2.03401 0.00840
H -1.15062 -1.41904 -0.15295
H -0.44427 -1.44280 1.38042
*
```

Energetically preferred structure: entry four | next structure: +0.0052 hartree